## P
{
  "formula": "C4H16NO3",
  "method": "ωB97M-V/def2-TZVPD",
  "species": ["O", "O", "O", "N", "C", "C", "C", "C", "H", "H", "H", "H", "H", "H", "H", "H", "H", "H", "H", "H", "H", "H", "H", "H"],
  "xyz": [[-0.24, -2.31, 2.41], [2.48, 0.61, 1.76], [0.63, 2.11, 0.70], [-1.30, 1.16, -0.86], [0.63, -0.98, -1.12], [-0.82, -1.38, -0.76], [-1.89, -0.15, -0.93], [-0.91, 1.87, -1.85], [-1.15, 1.44, -2.83], [-0.16, -3.00, 3.05], [3.22, 1.22, 1.88], [-2.53, -0.10, -1.85], [-0.38, 2.82, -1.80], [2.86, -0.24, 1.92], [-1.25, -2.20, -1.28], [1.04, 2.74, 1.29], [0.11, -1.45, 2.59], [0.80, -0.01, -1.51], [0.78, -1.78, -1.80], [1.24, -1.14, -0.27], [-0.96, -1.60, 0.30], [-2.55, -0.26, -0.05], [1.19, 1.28, 0.95], [-0.84, 1.34, 0.07]],
  "nbo_charge": [-0.98, -0.96, -1.01, -0.40, -0.64, -0.39, -0.25, 0.11, 0.21, 0.50, 0.50, 0.22, 0.25, 0.50, 0.23, 0.49, 0.48, 0.20, 0.24, 0.22, 0.24, 0.24, 0.51, 0.47],
  "multiplicity": 1,
  "gap_ev": 10.4,
  "total_charge": 1,
  "lumo_energy_ev": -4.30
}

## Q
{
  "formula": "C4H16NO3",
  "method": "ωB97M-V/def2-TZVPD",
  "species": ["O", "O", "O", "N", "C", "C", "C", "C", "H", "H", "H", "H", "H", "H", "H", "H", "H", "H", "H", "H", "H", "H", "H", "H"],
  "xyz": [[-1.70, 1.64, 1.81], [-0.06, 1.60, -2.47], [1.28, 1.59, -0.12], [-0.08, -0.59, -0.79], [-1.45, -1.21, -0.89], [1.71, 0.39, 0.45], [0.83, -1.94, 1.17], [0.52, -0.64, 0.64], [-0.62, 2.43, -2.60], [-1.89, 1.83, 2.67], [-0.38, -0.10, 1.23], [-1.44, -2.12, -0.28], [0.74, -2.78, 0.52], [-1.96, 2.38, 1.30], [-0.13, 0.31, -1.01], [0.84, 2.02, -2.71], [0.18, -2.27, 2.08], [0.40, -1.10, -1.37], [1.83, -1.97, 1.39], [2.02, 0.64, 1.46], [-1.58, -1.44, -2.04], [-2.22, -0.60, -0.60], [2.55, 0.04, -0.30], [0.62, 1.92, 0.47]],
  "nbo_charge": [-0.95, -0.98, -0.71, -0.47, -0.42, -0.09, -0.68, -0.08, 0.49, 0.48, 0.26, 0.23, 0.24, 0.48, 0.45, 0.50, 0.25, 0.40, 0.25, 0.20, 0.24, 0.23, 0.20, 0.47],
  "multiplicity": 1,
  "gap_ev": 11.5,
  "total_charge": 1,
  "lumo_energy_ev": -2.77
}

It turns out P is the most stable, with the second structure 11.2 kcal/mol higher.